8
Properties=species:S:1:pos:R:3:forces:R:3:mulliken_charge:R:1 method="wB97M-V/def2-TZVPD" total_energy_ha=-701.162162 fmax_ev_per_a=2.65 orbital_gap_ha=0.3906 charge=0
C 0.3140 -0.7805 0.1556 1.8285 0.5733 -0.7592 -0.014
C 0.7627 0.3953 -0.2729 -1.2257 1.0062 -0.1031 -0.378
O 2.9355 1.1509 0.7419 0.7577 0.2387 0.6352 -0.477
O 1.1541 -1.8007 0.2481 1.0794 -0.1283 0.1232 -0.182
O 2.4449 -1.3162 -0.1707 0.1955 0.1004 -0.3131 -0.195
S 2.5417 0.3644 -0.3989 -1.2255 -0.2989 -0.0627 0.511
H -0.5777 -1.1555 0.4921 -2.5584 -0.0782 0.6793 0.427
H 0.1504 1.3497 -0.2637 1.1486 -1.4133 -0.1996 0.308